Record 1
DFT (the ωB97M-V functional and the def2-TZVPD basis) results for a structure of composition C15H27N3NiO3 at a distorted geometry.

Summary:
Relative energy (zero: lowest compared OMol25 entry of this formula, charge and spin) ... 0.000 eV
E_tot ... -67631.545 eV
Multiplicity ... 3
Largest force on an atom ... 5.03 eV/A
LUMO energy (spin up / spin down) ... -7.1 / -7.2 eV
HOMO (spin up / spin down) ... -13.820 / -13.835 eV
Total charge ... +2

Geometry as XYZ:
```
49
Properties=species:S:1:pos:R:3:forces:R:3
C -2.44910 -2.01683 -2.26661 1.08 4.07 1.93
C -1.64064 -3.22123 -2.53939 2.94 0.40 0.80
H -2.81764 -1.48543 -3.18681 0.26 -0.83 0.85
H -3.27628 -2.12605 -1.51118 0.67 -0.24 -0.99
C -0.32675 -3.45837 -2.09251 -3.56 0.15 -1.34
C 0.57842 -2.68026 -1.32613 -0.22 2.68 1.58
H 1.12555 -1.81165 -1.77692 -0.51 -0.82 0.52
H 0.96092 -3.03082 -0.33246 0.03 -0.14 -1.35
C -2.32449 -4.23765 -3.39389 -0.01 0.71 0.65
H -3.32134 -3.87747 -3.55436 -0.63 -0.16 -0.26
H -2.35954 -5.17997 -2.88572 -0.04 -0.76 0.06
H -1.83217 -4.32497 -4.34427 0.29 -0.23 -0.50
C 0.31704 -4.76210 -2.48398 0.55 0.12 0.73
H 0.34398 -4.82388 -3.57368 0.09 -0.22 0.17
H -0.19880 -5.60301 -2.01611 0.13 -0.11 -0.26
H 1.33605 -4.69457 -2.09120 0.14 -0.73 -0.38
Ni 1.40261 2.31611 0.39612 -0.55 0.07 0.06
O 0.58560 0.79939 -0.30059 0.22 -0.29 0.29
C 0.14802 -0.21010 0.35807 -0.31 -0.34 -0.55
O 2.01692 1.25985 2.00135 1.30 3.09 -0.89
C 1.46478 0.27072 2.34967 -1.86 -4.06 1.90
O 1.60964 -0.23923 3.57841 -0.52 -0.42 -0.94
N 0.59987 -0.53145 1.61642 0.73 0.59 0.39
C 0.77323 -1.45766 3.70065 0.09 0.07 1.05
C 0.23289 -1.76262 2.31075 0.33 -0.32 0.12
H -0.05640 -1.23913 4.40352 0.74 -0.01 -0.27
H 1.41544 -2.26489 4.09183 -0.33 0.56 -0.08
H -0.85159 -1.96055 2.32940 0.51 0.31 -0.07
H 0.74804 -2.64751 1.88133 -0.32 0.60 0.01
C -0.84023 -0.98076 -0.19459 0.14 -3.52 -0.59
C -1.43125 -0.49875 -1.43707 -3.22 -2.59 -2.87
H -1.30997 -1.90127 0.30858 0.71 1.92 -0.53
H -0.77169 -0.23224 -2.31574 -0.75 0.21 1.44
H -2.29340 0.17999 -1.18455 0.95 -0.29 -0.88
N -0.39461 3.32707 0.75511 0.31 -0.68 0.38
C -0.33547 4.78136 0.47698 -0.17 -0.15 -0.17
C 0.63048 5.50252 1.40866 -0.11 0.56 0.20
C 1.92576 4.78077 1.76904 0.13 -0.21 0.00
N 2.42779 3.95078 0.62548 0.64 0.31 0.01
H -0.64208 3.14499 1.73137 -0.12 0.22 -0.24
H -1.09910 2.85302 0.18718 0.08 0.25 0.09
H -0.02271 4.89454 -0.56695 -0.14 -0.03 0.12
H -1.34308 5.20110 0.57657 0.29 0.11 -0.12
H 0.88559 6.46322 0.94260 -0.18 -0.16 0.08
H 0.10612 5.74909 2.34098 0.22 -0.01 -0.13
H 2.69693 5.50848 2.05007 -0.25 -0.18 0.01
H 1.77903 4.10078 2.61462 0.10 0.08 -0.13
H 3.39471 3.67142 0.79976 -0.05 0.30 -0.02
H 2.43291 4.50521 -0.22983 0.21 0.11 0.11
```
Forces are in eV/Å.


Record 2
DFT (the ωB97M-V functional and the def2-TZVPD basis) results for a structure of composition C3H2CrFO2 at a distorted geometry.

Summary:
Relative energy (zero: lowest compared OMol25 entry of this formula, charge and spin) ... 0.437 eV
E_tot ... -38373.308 eV
Multiplicity ... 6
Largest force on an atom ... 1.52 eV/A
LUMO energy (spin up / spin down) ... -0.9 / -1.0 eV
HOMO (spin up / spin down) ... -8.044 / -8.762 eV

Geometry as XYZ:
```
9
Properties=species:S:1:pos:R:3:forces:R:3
C 1.56637 0.33832 0.03804 -0.68 1.07 0.83
C -1.57476 0.12560 0.00434 0.05 -0.48 -0.14
O 1.17566 1.07178 0.92217 0.80 -0.69 -0.67
O 0.61603 -0.50091 -0.57794 0.68 -0.91 -0.75
C -0.57020 -0.74571 0.04246 -0.87 0.89 0.59
H -2.50220 0.01353 0.56176 0.16 -0.01 -0.27
F -1.53807 1.22136 -0.78094 0.08 -0.15 0.38
H -0.65314 -1.64836 0.64678 0.08 0.23 -0.12
Cr 3.48031 0.12439 -0.85667 -0.30 0.06 0.15
```
Forces are in eV/Å.


Record 3
DFT (the ωB97M-V functional and the def2-TZVPD basis) results for the molecule C23H35N3O2S.

Summary:
E_tot ... -43821.551 eV
Largest force on an atom ... 0.74 eV/A
LUMO energy ... 0.7 eV
HOMO ... -8.465 eV

Geometry as XYZ:
```
64
Properties=species:S:1:pos:R:3:forces:R:3
C 3.64190 -7.49068 -1.02951 0.15 0.28 0.06
H 2.84638 -8.09050 -0.59045 -0.10 -0.10 0.04
H 4.49359 -8.13623 -1.22432 0.07 -0.14 -0.03
H 3.29146 -7.08357 -1.97455 -0.04 0.00 -0.09
C 4.04317 -6.36158 -0.08347 0.15 -0.15 0.01
N 2.92523 -5.45967 0.11607 0.00 -0.43 0.07
C 2.97345 -4.13845 -0.16515 -0.64 -0.05 0.11
O 3.94985 -3.60190 -0.64343 0.34 0.30 -0.15
C 1.70046 -3.38588 0.20798 0.37 0.33 -0.05
C 1.53930 -2.13108 -0.64572 -0.22 -0.12 0.00
C 0.34097 -1.31622 -0.16874 0.21 0.00 -0.14
N 0.53242 -0.93482 1.21710 0.06 -0.07 0.09
C 0.57577 -2.11428 2.05557 0.24 -0.07 0.10
C 1.78776 -2.96350 1.67829 -0.33 -0.09 0.05
H 1.84174 -3.83865 2.32978 0.03 -0.02 0.03
H 2.69177 -2.36961 1.81805 0.05 0.00 0.04
H -0.34011 -2.72752 1.95777 0.01 0.02 0.06
H 0.66473 -1.80221 3.09913 -0.06 -0.01 -0.02
C -0.32262 0.12853 1.71486 -0.14 0.20 -0.27
C 0.09118 1.48486 1.13332 -0.11 -0.07 0.42
H 1.15496 1.64648 1.30509 0.06 -0.01 -0.01
H -0.08985 1.50647 0.05789 0.01 0.03 -0.09
C -0.72180 2.60603 1.78669 0.48 0.05 -0.29
N -2.13324 2.37128 1.59448 -0.04 -0.06 0.26
C -2.93469 3.04625 0.73593 -0.16 0.03 -0.01
O -4.02731 2.62360 0.39241 -0.13 -0.07 -0.18
C -2.46667 4.36431 0.24899 0.13 0.72 0.14
C -2.52816 4.80585 -1.04326 0.05 -0.31 0.38
C -2.15399 6.17144 -1.17690 0.10 0.19 0.21
C -1.84739 6.74022 0.01837 -0.07 -0.32 0.38
S -1.98674 5.63867 1.33180 -0.16 -0.11 -0.61
H -1.54798 7.75073 0.21484 0.06 0.26 -0.02
C -2.10052 6.85928 -2.50502 -0.07 0.08 -0.14
C -2.93166 6.09704 -3.53510 0.27 0.02 -0.10
C -2.54576 4.62090 -3.52736 -0.23 0.00 0.03
C -2.96057 3.97403 -2.20799 -0.05 -0.09 -0.17
H -2.54978 2.96563 -2.12415 -0.08 -0.01 0.01
H -4.04930 3.87470 -2.16721 0.03 -0.07 -0.04
H -3.02945 4.09942 -4.35504 0.07 -0.03 -0.02
H -1.46459 4.53105 -3.65896 0.05 -0.02 -0.07
H -2.76888 6.52639 -4.52545 -0.08 0.02 0.01
H -3.99238 6.19344 -3.29421 -0.08 0.03 -0.04
H -2.45244 7.88862 -2.40791 0.06 0.00 -0.02
H -1.05826 6.90011 -2.83950 -0.04 0.04 -0.06
C -2.58971 1.10486 2.12759 -0.39 -0.28 -0.09
C -1.83291 -0.05943 1.49137 0.24 0.10 0.29
H -2.17069 -0.99756 1.93461 -0.05 -0.06 -0.03
H -2.05201 -0.08156 0.42271 -0.04 -0.04 -0.06
H -3.65888 1.02835 1.92204 0.16 0.01 0.13
H -2.42813 1.10928 3.21169 -0.01 -0.01 -0.02
H -0.44019 3.56464 1.35362 -0.02 -0.13 0.13
H -0.51648 2.63695 2.86300 0.03 0.05 -0.03
H -0.14527 0.17259 2.79789 -0.02 0.02 -0.04
H -0.57754 -1.91707 -0.30332 -0.02 0.09 -0.02
H 0.25380 -0.41765 -0.77941 -0.08 -0.02 -0.03
H 2.44753 -1.53489 -0.56022 0.00 0.01 -0.06
H 1.40777 -2.40475 -1.69384 0.03 0.02 -0.04
H 0.83213 -4.04074 0.06943 0.02 -0.01 0.02
H 2.09496 -5.85182 0.53148 -0.04 0.16 -0.04
C 4.52592 -6.90551 1.25966 0.04 0.20 -0.26
H 5.39468 -7.54161 1.11581 0.10 -0.12 0.04
H 4.80057 -6.08668 1.91998 0.03 0.05 0.09
H 3.74241 -7.49235 1.73644 -0.08 -0.09 0.08
H 4.83005 -5.75401 -0.54155 -0.13 -0.11 0.08
```
Forces are in eV/Å.


Among the records above, which one has the highest largest force on an atom?
C15H27N3NiO3